Entry 1:
{
  "formula": "C21H63O11",
  "method": "ωB97M-V/def2-TZVPD",
  "elements": ["C", "O", "H", "H", "H", "C", "C", "O", "H", "H", "H", "H", "H", "H", "C", "C", "O", "H", "H", "H", "H", "H", "H", "C", "C", "O", "H", "H", "H", "H", "H", "H", "C", "C", "O", "H", "H", "H", "H", "H", "H", "C", "C", "O", "H", "H", "H", "H", "H", "H", "C", "C", "O", "H", "H", "H", "H", "H", "H", "C", "C", "O", "H", "H", "H", "H", "H", "H", "C", "C", "O", "H", "H", "H", "H", "H", "H", "C", "C", "O", "H", "H", "H", "H", "H", "H", "C", "C", "O", "H", "H", "H", "H", "H", "H"],
  "coordinates": [[-0.23124, -0.15179, 0.08381], [-0.35482, 0.96911, 0.92848], [-0.95426, -0.10340, -0.73044], [0.78172, -0.21472, -0.31378], [-0.47487, -1.08816, 0.58579], [3.79246, -0.49794, 1.46992], [2.59881, 0.32727, 1.07352], [1.50989, -0.18218, 1.76639], [3.92029, -0.63832, 2.54326], [4.62845, 0.06512, 1.05494], [3.81251, -1.46445, 0.96637], [2.49198, 0.17995, -0.00118], [2.68233, 1.39087, 1.29685], [0.76778, -0.10632, 1.16215], [2.31063, 2.85876, -1.68241], [1.30577, 1.86853, -1.07149], [0.81696, 2.27046, 0.20064], [2.59420, 2.33971, -2.59797], [3.16216, 3.07906, -1.03863], [1.85375, 3.78857, -2.02128], [1.70607, 0.85516, -1.04083], [0.42648, 1.89493, -1.71511], [0.21551, 1.56537, 0.45105], [1.10019, -4.08934, 1.52170], [1.20048, -2.54829, 1.42541], [1.97109, -2.02892, 2.47623], [0.65193, -4.44362, 2.44994], [2.07451, -4.57677, 1.48686], [0.52529, -4.38923, 0.64552], [0.20489, -2.10805, 1.48136], [1.69156, -2.29505, 0.48583], [2.00883, -1.08535, 2.30350], [-2.49849, -2.14773, 3.44387], [-1.42686, -1.23654, 2.80930], [-1.42328, -0.04031, 3.54210], [-3.50851, -1.75286, 3.33410], [-2.34927, -2.33365, 4.50748], [-2.44374, -3.11349, 2.94148], [-1.63443, -1.09600, 1.74851], [-0.47516, -1.72823, 3.01086], [-1.44217, -0.22517, 4.48395], [-4.41736, 0.49397, -0.02270], [-3.21601, -0.15646, 0.56393], [-2.92101, 0.39488, 1.84479], [-5.21207, 0.48393, 0.72325], [-4.81724, -0.04427, -0.88206], [-4.19500, 1.53197, -0.27012], [-2.40015, -0.11594, -0.15777], [-3.39586, -1.22064, 0.71657], [-3.73191, 0.44943, 2.35574], [2.21979, 1.99847, 3.69159], [1.09794, 1.06802, 4.13459], [0.40570, 0.83614, 2.94063], [1.96272, 2.98958, 3.31779], [2.80765, 1.63183, 2.85010], [2.98317, 2.14862, 4.45500], [0.43583, 1.33056, 4.95970], [1.51273, 0.14306, 4.53519], [1.00147, 0.42295, 2.31141], [-1.53944, 1.04019, -3.22738], [-0.68352, 2.18248, -3.80273], [-0.80461, 2.25120, -5.22066], [-1.11982, 0.13174, -3.65952], [-2.61179, 1.10944, -3.41006], [-1.43810, 0.95314, -2.14559], [0.38558, 2.03878, -3.64640], [-0.95699, 3.10186, -3.28499], [-1.66571, 2.61113, -5.44556], [-0.06570, -1.48335, -2.97397], [-1.04261, -2.08989, -1.98253], [-1.61217, -3.26717, -2.47675], [-0.59779, -1.17812, -3.87496], [0.70780, -2.17275, -3.31237], [0.35187, -0.60493, -2.48191], [-1.79446, -1.32933, -1.77184], [-0.48756, -2.33570, -1.07723], [-2.11591, -2.93598, -3.22386], [-2.39519, 3.46265, -1.48554], [-2.12065, 2.23195, -0.62528], [-2.49283, 2.47357, 0.70428], [-1.54994, 4.14711, -1.55737], [-3.28560, 3.97954, -1.12762], [-2.64068, 3.09022, -2.48009], [-1.07250, 1.93288, -0.61852], [-2.67677, 1.37604, -1.00771], [-3.43135, 2.67522, 0.71440], [2.76650, -2.43292, -2.61159], [2.58134, -1.44065, -1.50207], [3.60341, -0.48753, -1.64040], [2.15005, -3.32071, -2.47035], [3.81745, -2.72118, -2.63393], [2.48544, -1.99626, -3.56994], [2.58204, -1.96043, -0.54398], [1.58574, -0.99720, -1.51822], [3.47468, -0.18816, -2.54340]],
  "mulliken_charge": [-0.981, 0.335, -0.992, -0.769, 1.055, -2.276, -0.040, -0.082, 0.395, 0.447, 0.287, -0.412, 0.642, 1.301, -2.187, 2.268, -0.746, 0.385, 0.381, 0.381, 0.116, -0.682, 0.428, -1.984, 1.208, -0.781, 0.399, 0.434, 0.343, -0.606, -1.118, 0.525, -1.616, 1.874, -0.470, 0.299, 0.429, 0.379, -1.298, 0.316, 0.388, -1.707, 0.653, -0.293, 0.461, 0.305, 0.578, -0.281, 0.588, 0.368, -1.172, -0.756, -0.373, 0.367, 0.400, 0.427, 0.336, 0.274, 1.000, -0.862, -0.465, -0.628, -0.208, 0.774, 0.559, 0.131, 0.335, 0.337, -0.959, 1.094, -0.672, 0.528, 0.436, 0.314, 0.026, -0.680, 0.392, -2.301, 0.978, -0.505, 0.244, 0.484, 0.340, -0.005, -0.052, 0.607, -2.068, 1.667, -0.581, 0.376, 0.451, 0.543, 0.317, -1.502, 0.404],
  "largest_force_ev_per_a": 15.21,
  "homo_ev": -3.554,
  "relative_energy_kcal_mol": 408.7,
  "charge": -1,
  "lumo_ev": 2.43
}

=====

Entry 2:
{
  "formula": "C17H33N3O3S",
  "method": "ωB97M-V/def2-TZVPD",
  "elements": ["C", "C", "C", "N", "C", "S", "N", "N", "C", "O", "C", "C", "C", "C", "C", "C", "C", "O", "C", "O", "C", "C", "C", "C", "H", "H", "H", "H", "H", "H", "H", "H", "H", "H", "H", "H", "H", "H", "H", "H", "H", "H", "H", "H", "H", "H", "H", "H", "H", "H", "H", "H", "H", "H", "H", "H", "H"],
  "coordinates": [[1.54756, 3.28119, -3.84369], [1.76502, 2.03786, -3.46031], [1.04308, 0.84618, -4.01532], [0.30373, 0.17456, -2.97076], [0.51541, -1.09176, -2.60457], [1.63888, -2.10561, -3.27208], [-0.30143, -1.60021, -1.61848], [-0.74177, -0.89777, -0.48662], [-1.52412, 0.20500, -0.49259], [-1.95744, 0.72210, -1.50781], [-1.85328, 0.72334, 0.89651], [-3.33541, 0.41352, 1.16567], [-3.67648, -1.07644, 1.11907], [-3.03191, -1.89052, 2.23974], [-3.49153, -3.34317, 2.20702], [-1.60836, 2.23665, 0.94780], [-0.16807, 2.65510, 1.29551], [0.13647, 2.39912, 2.64440], [0.90596, 2.02996, 0.38940], [1.18563, 0.72003, 0.84097], [2.33702, 0.16002, 0.23655], [2.64311, -1.20387, 0.85776], [3.70817, -1.91830, 0.03142], [3.08457, -1.04559, 2.31035], [2.08808, 4.11152, -3.42267], [0.82582, 3.51892, -4.60776], [2.49381, 1.81441, -2.69214], [1.76325, 0.12612, -4.42001], [0.35618, 1.15264, -4.80971], [-0.55555, 0.61499, -2.63779], [-0.12176, -2.57773, -1.42230], [-0.21473, -1.07728, 0.36205], [-1.23778, 0.22810, 1.64899], [-3.92921, 0.93584, 0.41296], [-3.60172, 0.81304, 2.14646], [-4.76121, -1.17733, 1.20129], [-3.38456, -1.49031, 0.15162], [-1.94431, -1.86295, 2.14864], [-3.29567, -1.44792, 3.20293], [-4.56985, -3.40509, 2.33358], [-3.23390, -3.80301, 1.25529], [-3.01989, -3.91362, 3.00378], [-2.24935, 2.67560, 1.71437], [-1.88517, 2.66917, -0.01531], [-0.11365, 3.74472, 1.17951], [0.46556, 1.49229, 2.69313], [1.82283, 2.63375, 0.45121], [0.57217, 2.02162, -0.65716], [3.19428, 0.83333, 0.38116], [2.17111, 0.05312, -0.84468], [1.72564, -1.80475, 0.83804], [3.93547, -2.88671, 0.46931], [3.36767, -2.07485, -0.98970], [4.62260, -1.33042, 0.00283], [3.23720, -2.01995, 2.76804], [2.33283, -0.50731, 2.88267], [4.01899, -0.49135, 2.36144]],
  "nbo_charge": [-0.386, -0.181, -0.273, -0.605, 0.282, -0.273, -0.464, -0.461, 0.706, -0.658, -0.319, -0.368, -0.403, -0.392, -0.599, -0.406, 0.083, -0.715, -0.094, -0.588, -0.053, -0.227, -0.615, -0.604, 0.201, 0.192, 0.197, 0.251, 0.203, 0.442, 0.412, 0.407, 0.210, 0.219, 0.206, 0.207, 0.200, 0.182, 0.197, 0.203, 0.201, 0.209, 0.220, 0.227, 0.185, 0.475, 0.181, 0.184, 0.172, 0.180, 0.177, 0.212, 0.236, 0.201, 0.211, 0.207, 0.205],
  "largest_force_ev_per_a": 0.66,
  "homo_ev": -8.324,
  "relative_energy_kcal_mol": 27.8,
  "smiles": "C=CCNC(=S)NNC(=O)[C@H](CCCC)C[C@@H](O)COCC(C)C",
  "charge": 0,
  "lumo_ev": 0.55
}

=====

Entry 3:
{
  "formula": "C29H21BrCaClN4O2S7",
  "method": "ωB97M-V/def2-TZVPD",
  "elements": ["Ca", "Br", "C", "C", "C", "C", "O", "C", "C", "N", "C", "C", "C", "C", "C", "C", "C", "C", "N", "C", "C", "H", "H", "H", "H", "H", "H", "H", "H", "H", "H", "S", "C", "S", "C", "C", "S", "S", "S", "O", "N", "Cl", "C", "C", "C", "C", "C", "C", "C", "H", "H", "H", "H", "H", "H", "S", "C", "N", "C", "C", "S", "H", "H", "H", "H", "H"],
  "coordinates": [[0.06916, 0.20371, -0.28509], [1.29831, -6.94812, -1.60656], [0.68314, -5.15245, -1.51660], [0.48722, -4.43972, -2.70200], [0.04769, -3.14822, -2.63604], [-0.16440, -2.47750, -1.39660], [-0.59987, -1.29101, -1.38048], [0.08466, -3.22915, -0.19447], [-0.00166, -2.65016, 1.09629], [0.03311, -1.37981, 1.34575], [0.10603, -0.88729, 2.62163], [0.42540, -1.62554, 3.76117], [0.52264, -1.03262, 5.01425], [0.30556, 0.31312, 5.17922], [0.01693, 1.11335, 4.06018], [-0.17886, 2.50556, 4.15502], [-0.43463, 3.22822, 3.01622], [-0.49476, 2.55647, 1.79107], [-0.32125, 1.26029, 1.67108], [-0.07779, 0.52206, 2.76819], [0.45710, -4.58175, -0.29406], [0.68874, -4.90391, -3.65673], [-0.12327, -2.56806, -3.53387], [-0.07431, -3.36993, 1.92076], [0.61854, -2.68495, 3.68605], [0.77784, -1.64695, 5.86530], [0.37049, 0.77570, 6.15416], [-0.13014, 2.97970, 5.12703], [-0.59013, 4.29531, 3.05645], [-0.69988, 3.09419, 0.87529], [0.63137, -5.15474, 0.60679], [-3.01454, 4.20359, -6.60495], [-2.37166, 3.33992, -5.37038], [-0.95404, 2.34726, -5.52438], [-0.88069, 1.82026, -3.84913], [-1.84443, 2.27380, -2.98720], [-2.07252, 1.93498, -1.35745], [-3.03927, 3.33895, -3.76262], [0.44645, 0.82834, -3.30213], [1.41831, 1.56688, -1.10497], [0.97059, 1.96663, -2.21976], [5.61678, -6.10436, -2.77866], [4.71844, -4.74954, -2.17745], [4.51423, -3.64042, -2.99584], [3.84847, -2.54951, -2.50448], [3.37359, -2.50992, -1.16246], [2.80870, -1.37034, -0.63180], [3.56009, -3.68766, -0.38133], [4.22182, -4.78060, -0.87660], [4.89864, -3.64298, -4.00566], [3.68379, -1.68259, -3.12889], [2.77722, -0.45831, -1.20757], [2.57005, -1.33047, 0.41782], [3.17678, -3.69843, 0.62955], [4.37720, -5.66131, -0.26830], [3.00060, 1.14639, 1.43274], [3.33873, 1.77603, 2.88970], [3.42937, 3.09505, 3.15839], [3.63566, 3.49656, 4.52692], [4.37746, 2.33711, 5.17740], [3.73352, 0.84060, 4.33881], [3.07467, 3.74121, 2.47042], [2.67399, 3.66486, 5.03163], [4.23024, 4.41383, 4.56181], [4.19939, 2.24861, 6.24569], [5.44825, 2.38398, 4.97698]],
  "nbo_charge": [1.690, 0.021, -0.129, -0.173, -0.283, 0.452, -0.857, -0.179, 0.211, -0.638, 0.151, -0.236, -0.189, -0.207, -0.110, -0.132, -0.266, 0.075, -0.551, 0.232, -0.180, 0.225, 0.212, 0.155, 0.215, 0.212, 0.205, 0.210, 0.220, 0.224, 0.215, -0.090, -0.562, 0.455, -0.574, -0.303, -0.359, 0.463, 0.625, -0.473, -0.067, -0.077, -0.180, -0.218, -0.302, 0.083, -0.823, -0.324, -0.205, 0.202, 0.186, 0.172, 0.181, 0.185, 0.204, -0.067, -0.109, -0.609, -0.222, -0.531, 0.288, 0.417, 0.184, 0.208, 0.229, 0.218],
  "largest_force_ev_per_a": 4.18,
  "homo_ev": [-2.245, -2.245],
  "relative_energy_kcal_mol": 78.5,
  "charge": -1,
  "lumo_ev": [0.98, 0.98]
}

=====

Entry 4:
{
  "formula": "F3HSi",
  "method": "ωB97M-V/def2-TZVPD",
  "elements": ["F", "F", "F", "Si", "H"],
  "coordinates": [[-3.38842, -0.99968, -1.05318], [-2.85117, 1.44027, -0.55760], [-3.82756, -0.03359, 1.22907], [-2.78687, -0.02368, 0.04368], [0.63993, -0.01602, 0.01440]],
  "nbo_charge": [-0.659, -0.660, -0.660, 1.998, -0.019],
  "largest_force_ev_per_a": 0.49,
  "homo_ev": [-11.567, -10.003],
  "relative_energy_kcal_mol": 78.4,
  "charge": 0,
  "lumo_ev": [-2.19, -0.15]
}

=====

The DFT total energy results, record by record, are as follows: -1664.749280 -1455.723933 -7986.384077 -589.726392 Eh.